Entry 1:
Below is a structure of composition C16H20BF4N3Zn, with properties calculated with the ωB97M-V functional and the def2-TZVPD basis.

Structure (ORCA input):
```
! RIJCOSX wB97M-V def2-TZVPD def2/J DEFGRID3
* xyz 0 1
Zn -0.4176 -0.0008 0.9974
C -2.1271 -1.9030 -0.6392
N -0.9443 -1.8808 0.2395
C -1.1438 -2.7846 1.3940
C 0.2694 -2.2301 -0.5202
C 0.4022 -3.5036 -1.0472
C 1.5159 -3.8554 -1.7907
C 2.5057 -2.9084 -1.9981
C 2.3880 -1.6321 -1.4756
C 1.2650 -1.2429 -0.7314
N 1.0489 -0.0002 -0.1577
C 1.2668 1.2441 -0.7272
C 2.3923 1.6356 -1.4666
C 2.5108 2.9128 -1.9862
C 1.5203 3.8591 -1.7805
C 0.4046 3.5056 -1.0401
C 0.2709 2.2311 -0.5162
N -0.9446 1.8799 0.2403
C -1.1484 2.7829 1.3947
C -2.1246 1.9018 -0.6421
H -2.3793 -2.9238 -0.9381
H -2.9860 -1.4743 -0.1202
H -1.9248 -1.3182 -1.5350
H -1.3748 -3.8032 1.0729
H -0.2422 -2.7973 2.0032
H -1.9641 -2.4178 2.0116
H -0.3831 -4.2325 -0.8846
H 1.6076 -4.8562 -2.1902
H 3.3931 -3.1685 -2.5610
H 3.1978 -0.9388 -1.6245
H 3.2031 0.9429 -1.6134
H 3.3998 3.1745 -2.5460
H 1.6124 4.8607 -2.1780
H -0.3810 4.2343 -0.8786
H -1.3838 3.8006 1.0736
H -1.9671 2.4126 2.0123
H -0.2466 2.7997 2.0036
H -2.3754 2.9224 -0.9426
H -1.9196 1.3162 -1.5368
H -2.9853 1.4738 -0.1255
F -0.5062 -0.0016 2.8818
B -0.5626 -0.0035 4.4887
F 0.7418 0.1241 4.8528
F -1.1315 -1.2150 4.7652
F -1.3528 1.0780 4.7619
*
```

## Properties
- Kohn-Sham gap (eV) = 7.89
- LUMO level (eV) = 0.27

Entry 2:
Below is a structure of composition C16H20CeF3O, with properties calculated with the ωB97M-V functional and the def2-TZVPD basis.

Structure (ORCA input):
```
! RIJCOSX wB97M-V def2-TZVPD def2/J DEFGRID3
* xyz -2 2
Ce 0.1348 -0.1557 1.2114
C 0.9239 -1.9594 3.0204
C -0.5070 -1.9920 3.0599
C -0.9746 -2.4901 1.7993
H -1.1312 -1.7377 3.9202
C 0.1701 -2.7481 0.9711
C 1.3428 -2.4140 1.7274
H 2.3736 -2.5307 1.3903
H 1.5781 -1.6810 3.8505
H -2.0163 -2.6840 1.5319
H 0.1515 -3.1566 -0.0415
C 1.8283 1.7137 2.0737
C 2.6107 0.5588 1.7531
C 2.5301 0.3420 0.3385
H 3.1974 -0.0308 2.4600
C 1.7131 1.3799 -0.2161
C 1.2663 2.2189 0.8553
H 0.6565 3.1200 0.7501
H 1.7293 2.1737 3.0609
H 3.0328 -0.4404 -0.2336
H 1.4998 1.5272 -1.2771
O -0.8394 0.0667 -0.6296
C -0.6547 0.1612 -3.0826
C -2.0184 0.4031 -2.5755
C -0.1306 -1.1891 -3.2510
C 0.0285 1.2802 -3.7388
C -1.8371 0.9382 -1.1533
H -2.5755 -0.5420 -2.5318
H -2.5595 1.1310 -3.1816
H -1.4492 1.9712 -1.1642
H -2.7666 0.9167 -0.5614
H -0.5851 -1.7096 -4.1172
H -0.3002 -1.8248 -2.3672
H 0.9512 -1.1570 -3.4580
H -0.3668 1.4809 -4.7561
H 1.1010 1.0692 -3.8727
H -0.0770 2.2221 -3.1748
F -1.9960 2.4823 2.1613
C -1.7179 1.2276 2.6864
F -1.3681 1.4665 4.0068
F -2.9486 0.5920 2.7555
*
```

## Properties
- ⟨S²⟩ = 0.76
- Kohn-Sham gap (alpha / beta) (eV) = 2.13 / 2.25
- LUMO level (alpha / beta) (eV) = 4.64 / 4.58

Entry 3:
Below is a structure of composition C16H20Cl36FO3P, with properties calculated with the ωB97M-V functional and the def2-TZVPD basis.

Structure (ORCA input):
```
! RIJCOSX wB97M-V def2-TZVPD def2/J DEFGRID3
* xyz 0 1
O -0.7670 2.5219 -1.4254
P -1.5000 1.6163 -2.3558
C -0.9626 -0.1193 -2.2174
O 0.4019 -0.1028 -2.5747
C 1.1886 -0.9726 -1.8560
O 1.3156 -2.1397 -2.2050
C 1.9123 -0.3986 -0.6622
C 1.8206 -1.3618 0.5270
F 2.9160 -2.2141 0.5306
H -2.8940 1.6180 -2.1751
H -1.2066 1.9295 -3.6920
H -1.1668 -0.5052 -1.2140
H -1.5379 -0.7338 -2.9172
H 2.9657 -0.3712 -0.9403
H 1.5392 0.5885 -0.4069
H 1.7930 -0.8113 1.4657
H 0.9166 -1.9681 0.4588
C -1.9133 5.8636 0.0276
Cl -3.2482 6.6192 0.9086
Cl -2.2151 5.9573 -1.7187
Cl -0.3761 6.5914 0.4697
H -1.8655 4.8149 0.2912
C 0.1819 9.9288 -3.1091
Cl 1.8335 9.3411 -3.3154
Cl -0.8617 8.6423 -2.5079
Cl 0.1464 11.3282 -2.0318
H -0.1862 10.2431 -4.0756
C -2.3880 -3.2985 1.7054
Cl -2.1316 -1.9679 0.5562
Cl -0.8562 -3.8475 2.3816
Cl -3.5368 -2.8910 2.9836
H -2.8162 -4.1095 1.1335
C -1.7646 1.5426 2.7070
Cl -0.6288 0.2196 2.4301
Cl -0.9373 3.0944 2.7039
Cl -3.0887 1.5139 1.5299
H -2.2064 1.3968 3.6804
C -1.6586 -0.7976 7.5811
Cl -3.0117 -0.7674 6.4382
Cl -0.1076 -0.8852 6.7548
Cl -1.7208 0.6046 8.6474
H -1.7618 -1.6865 8.1874
C -1.7000 7.7247 4.7290
Cl -1.7627 6.1012 4.0451
Cl -0.8080 7.7309 6.2524
Cl -0.9949 8.8645 3.5854
H -2.7132 8.0402 4.9343
C -6.7679 -1.2481 4.9579
Cl -5.3641 -0.5229 4.1616
Cl -7.1628 -2.7997 4.2200
Cl -6.5020 -1.4286 6.6891
H -7.6088 -0.5840 4.8163
C 1.0360 -4.8744 -1.0595
Cl 0.9895 -4.8464 0.7092
Cl 1.8777 -6.3053 -1.6582
Cl -0.5974 -4.7864 -1.7223
H 1.5753 -3.9959 -1.3906
C 2.2963 -9.7185 1.5351
Cl 1.8807 -10.3482 -0.0591
Cl 4.0339 -9.8284 1.8202
Cl 1.7417 -8.0502 1.6930
H 1.7954 -10.3230 2.2778
C 5.6493 8.6434 -4.1471
Cl 7.3035 8.0744 -4.3731
Cl 4.6163 7.3507 -3.5373
Cl 5.6060 10.0406 -3.0731
H 5.2669 8.9501 -5.1105
C 2.8428 -8.6504 -4.5534
Cl 1.3540 -9.1112 -5.3880
Cl 3.0491 -9.5800 -3.0729
Cl 4.2393 -8.7897 -5.6201
H 2.7469 -7.6182 -4.2531
C 2.5287 -4.2558 -6.0393
Cl 1.9582 -3.3766 -7.4571
Cl 2.2322 -3.3826 -4.5415
Cl 1.7616 -5.8416 -5.9213
H 3.5960 -4.3988 -6.1378
*
```

## Properties
- Kohn-Sham gap (eV) = 10.45
- LUMO level (eV) = 0.17

Entry 4:
Below is a structure of composition C16H20Cl5FeN2P2, with properties calculated with the ωB97M-V functional and the def2-TZVPD basis.

Structure (ORCA input):
```
! RIJCOSX wB97M-V def2-TZVPD def2/J DEFGRID3
* xyz 1 1
Fe -0.8035 1.1416 -0.4215
C 1.3700 0.9725 2.1796
P 1.1935 0.7280 0.3914
C 2.6253 1.6314 -0.2958
C 1.6168 -1.0054 0.0535
C 2.6743 -1.6689 0.6666
C 2.9450 -2.9877 0.3388
C 2.1774 -3.6410 -0.6166
C 1.1293 -2.9820 -1.2394
C 0.8391 -1.6674 -0.8952
P -0.5231 -0.7060 -1.6060
C -1.9617 -1.7848 -1.8603
C 0.0650 -0.4626 -3.3211
H 2.3976 0.8282 2.5141
H 0.7172 0.2762 2.7050
H 1.0596 1.9897 2.4236
H 3.5625 1.2131 0.0728
H 2.5921 2.6814 -0.0001
H 2.6259 1.5561 -1.3845
H 3.2816 -1.1666 1.4103
H 3.7551 -3.5110 0.8287
H 2.3948 -4.6697 -0.8713
H 0.5286 -3.5037 -1.9750
H -1.6851 -2.7347 -2.3185
H -2.6463 -1.2672 -2.5349
H -2.4693 -1.9737 -0.9184
H 0.2698 -1.4251 -3.7909
H 0.9955 0.1080 -3.3161
H -0.6785 0.0603 -3.9260
Cl -1.2859 -2.2344 1.4050
C -1.9675 -0.7237 1.9290
C -1.7239 0.4403 1.1998
C -2.3122 1.5605 1.7586
Cl -1.9291 3.0405 0.8652
C -3.0832 1.6292 2.9031
Cl -3.7311 3.1147 3.4556
C -3.3038 0.4351 3.5881
Cl -4.2531 0.4319 5.0111
C -2.7383 -0.7440 3.0961
Cl -3.0097 -2.2093 3.9502
N 0.0922 3.6710 -1.3862
N -0.4318 2.4896 -1.9605
H -0.1388 4.5692 -1.7905
H 1.0878 3.5952 -1.2504
H 0.0610 2.1979 -2.8031
H -1.3810 2.7070 -2.2639
*
```

## Properties
- relative energy (zero: lowest compared OMol25 entry of this formula, charge and spin) (kcal/mol) = 14.6
- Kohn-Sham gap (alpha / beta) (eV) = 8.19 / 8.19
- LUMO level (alpha / beta) (eV) = -3.19 / -3.12

Entry 5:
Below is a structure of composition C16H20ClNO4, with properties calculated with the ωB97M-V functional and the def2-TZVPD basis.

Structure (ORCA input):
```
! RIJCOSX wB97M-V def2-TZVPD def2/J DEFGRID3
* xyz 0 1
O -2.5583 0.5601 -2.6489
C -1.3533 0.4092 -2.3320
N -1.0315 -0.3444 -1.2088
H 0.0218 -0.2729 -0.8791
C -1.7222 -0.9207 -0.3238
C -1.4727 -0.9255 1.2155
C -0.3198 -1.7223 1.4061
C -0.4487 -3.4143 0.8267
C -0.8597 -3.3080 -0.6152
C -2.1355 -2.3490 -0.8908
H -3.1336 -2.9654 -0.2227
H -2.4017 -2.3995 -1.7703
H 0.0978 -2.7468 -1.3025
H -1.2076 -4.2933 -1.0761
H 0.4631 -4.0166 0.9258
H -1.4293 -3.6819 1.4111
H 0.0342 -1.8509 2.3435
H 0.5660 -1.4061 0.8652
H -2.3268 -1.5725 1.7041
H -1.3809 0.0076 1.5747
H -2.8108 -0.4516 -0.2926
C -0.3653 1.1253 -2.8198
H -0.1010 0.4273 -3.8124
H -0.6572 2.1625 -3.2077
O 1.0937 0.8866 -2.1138
C 1.6834 2.2544 -2.2933
O 1.5316 3.3886 -2.9433
C 2.8521 2.0837 -1.3118
O 2.7829 1.4105 -0.2035
C 1.9259 1.5946 0.7045
C 2.0488 0.5541 1.8612
C 1.3503 0.7587 2.9626
C 0.2187 1.7732 2.8988
C 0.2361 2.7477 1.8393
C 1.0314 2.5860 0.7760
H 0.7324 3.0621 -0.0728
H -0.4792 3.3151 1.8272
Cl -1.0354 2.1017 4.2617
H 1.2858 0.1262 3.8034
H 2.6934 -0.1112 1.9636
H 3.6817 2.0570 -2.0276
H 2.8989 3.3602 -0.8022
*
```

## Properties
- relative energy (zero: lowest compared OMol25 entry of this formula, charge and spin) (kcal/mol) = 332.5
- Kohn-Sham gap (eV) = 8.78
- LUMO level (eV) = 0.14